{"formula": "C40H112N8O12", "method": "ωB97M-V/def2-TZVPD", "total_charge": 1, "lumo_ha": [-0.084, -0.292], "spin_multiplicity": 2, "energy_ha": -2931.4787, "e_homo_ev": [-10.901, -10.901], "e_above_lowest_kj_mol": 83.0, "symbols": ["C", "C", "O", "H", "H", "H", "H", "H", "H", "C", "C", "O", "H", "H", "H", "H", "H", "H", "C", "C", "O", "H", "H", "H", "H", "H", "H", "C", "C", "O", "H", "H", "H", "H", "H", "H", "C", "C", "C", "O", "C", "N", "H", "H", "H", "H", "H", "H", "H", "H", "H", "H", "H", "C", "C", "C", "O", "C", "N", "H", "H", "H", "H", "H", "H", "H", "H", "H", "H", "H", "C", "C", "C", "O", "C", "N", "H", "H", "H", "H", "H", "H", "H", "H", "H", "H", "H", "C", "C", "C", "O", "C", "N", "H", "H", "H", "H", "H", "H", "H", "H", "H", "H", "H", "C", "C", "C", "O", "C", "N", "H", "H", "H", "H", "H", "H", "H", "H", "H", "H", "H", "C", "C", "C", "O", "C", "N", "H", "H", "H", "H", "H", "H", "H", "H", "H", "H", "H", "C", "C", "C", "O", "C", "N", "H", "H", "H", "H", "H", "H", "H", "H", "H", "H", "H", "C", "C", "C", "O", "C", "N", "H", "H", "H", "H", "H", "H", "H", "H", "H", "H", "H"], "xyz": [[2.006, -4.582, -1.643], [1.876, -5.413, -2.933], [2.412, -6.695, -2.788], [1.183, -4.726, -0.944], [1.994, -3.506, -1.816], [3.006, -4.686, -1.221], [2.479, -4.920, -3.695], [0.824, -5.565, -3.177], [3.358, -6.574, -2.684], [-4.644, -4.920, -0.140], [-4.303, -5.360, -1.540], [-3.595, -4.225, -2.065], [-5.385, -4.122, -0.095], [-3.757, -4.569, 0.388], [-5.079, -5.754, 0.409], [-5.158, -5.593, -2.175], [-3.634, -6.221, -1.541], [-3.082, -4.591, -2.789], [3.070, 1.772, -3.129], [3.674, 1.121, -4.416], [4.959, 1.535, -4.580], [2.635, 2.751, -3.328], [3.735, 1.995, -2.295], [2.227, 1.175, -2.779], [3.187, 1.393, -5.352], [3.697, 0.031, -4.426], [4.921, 2.315, -5.139], [5.971, -2.705, 3.849], [6.187, -2.565, 2.322], [6.764, -3.833, 1.979], [4.908, -2.478, 3.928], [6.570, -2.059, 4.491], [6.127, -3.726, 4.197], [6.790, -1.757, 1.908], [5.288, -2.544, 1.706], [7.591, -3.654, 1.526], [1.096, 0.271, 5.709], [0.345, 0.637, 4.419], [1.143, 1.428, 3.371], [0.400, 1.830, 2.240], [-0.373, 3.029, 2.367], [-0.153, -0.614, 3.841], [0.380, -0.092, 6.445], [1.475, 1.184, 6.169], [1.925, -0.419, 5.550], [-0.451, 1.345, 4.649], [1.903, 0.809, 2.894], [1.622, 2.334, 3.743], [-1.420, 2.731, 2.430], [-0.271, 3.525, 1.402], [-0.104, 3.693, 3.188], [-1.029, -0.399, 3.385], [-0.501, -1.194, 4.591], [1.256, -2.457, -4.559], [0.042, -1.674, -4.138], [-0.913, -1.163, -5.252], [-0.171, -0.193, -5.976], [-0.701, 0.051, -7.280], [-0.749, -2.326, -3.100], [1.867, -2.324, -3.666], [1.829, -1.940, -5.328], [1.060, -3.479, -4.883], [0.497, -0.814, -3.645], [-1.888, -0.724, -5.039], [-1.222, -2.012, -5.861], [-1.566, 0.694, -7.116], [-0.974, -0.845, -7.837], [-0.101, 0.695, -7.923], [-0.192, -2.506, -2.277], [-1.478, -1.711, -2.768], [3.230, 5.669, 4.049], [3.653, 5.428, 2.553], [2.530, 4.807, 1.722], [2.975, 4.606, 0.329], [2.002, 4.022, -0.471], [3.978, 6.803, 2.173], [2.356, 6.321, 4.065], [3.987, 6.257, 4.569], [2.937, 4.769, 4.590], [4.576, 4.859, 2.437], [1.668, 5.457, 1.571], [2.312, 3.823, 2.135], [1.811, 3.064, 0.014], [2.313, 3.896, -1.508], [1.105, 4.622, -0.625], [3.132, 7.354, 2.147], [4.352, 6.835, 1.235], [5.321, 2.473, 3.968], [5.715, 1.233, 3.075], [5.301, 1.387, 1.639], [5.829, 0.352, 0.844], [5.748, 0.553, -0.606], [7.197, 1.173, 3.196], [5.664, 2.423, 5.002], [4.260, 2.685, 4.098], [5.707, 3.332, 3.419], [5.192, 0.347, 3.433], [5.513, 2.343, 1.161], [4.214, 1.306, 1.630], [5.825, 1.583, -0.957], [4.713, 0.247, -0.754], [6.336, -0.199, -1.133], [7.523, 0.349, 2.711], [7.424, 1.937, 2.576], [-8.141, 2.283, -0.813], [-6.924, 2.061, -1.755], [-6.132, 0.725, -1.429], [-6.965, -0.425, -1.667], [-6.637, -1.695, -1.084], [-7.407, 2.158, -3.112], [-8.799, 1.416, -0.870], [-8.623, 3.243, -0.997], [-7.906, 2.288, 0.252], [-6.253, 2.919, -1.712], [-5.797, 0.612, -0.398], [-5.219, 0.745, -2.026], [-6.554, -1.651, 0.002], [-5.603, -1.916, -1.349], [-7.349, -2.407, -1.503], [-7.720, 1.216, -3.298], [-6.622, 2.251, -3.741], [-2.806, -3.046, 2.947], [-3.388, -2.077, 3.981], [-4.726, -2.452, 4.485], [-5.670, -2.502, 3.366], [-6.737, -3.295, 3.724], [-2.449, -2.075, 5.109], [-1.717, -3.084, 2.974], [-3.109, -2.942, 1.905], [-2.962, -4.097, 3.192], [-3.388, -1.029, 3.681], [-5.011, -1.907, 5.385], [-4.534, -3.492, 4.748], [-6.447, -4.335, 3.870], [-7.475, -3.286, 2.922], [-7.244, -3.061, 4.660], [-2.819, -1.504, 5.856], [-2.184, -2.976, 5.481], [2.178, -1.531, 0.551], [0.982, -1.007, -0.284], [-0.407, -1.606, 0.001], [-1.443, -0.994, -0.771], [-2.747, -1.381, -0.302], [0.997, 0.441, -0.116], [2.024, -1.196, 1.577], [3.131, -1.168, 0.166], [2.212, -2.619, 0.612], [1.303, -1.124, -1.319], [-0.494, -1.587, 1.087], [-0.461, -2.661, -0.269], [-2.802, -2.460, -0.445], [-3.497, -0.901, -0.930], [-2.923, -1.095, 0.735], [0.847, 0.734, 0.839], [0.260, 0.851, -0.671], [-0.951, 4.246, -3.408], [-0.756, 2.701, -3.304], [-2.111, 2.081, -3.002], [-2.718, 2.752, -1.866], [-2.563, 2.234, -0.607], [-0.240, 2.394, -4.594], [-1.636, 4.646, -4.155], [-0.019, 4.741, -3.680], [-1.236, 4.639, -2.432], [-0.058, 2.372, -2.535], [-1.959, 1.012, -2.856], [-2.771, 2.341, -3.830], [-2.872, 2.945, 0.159], [-1.529, 1.935, -0.436], [-3.243, 1.385, -0.682], [-0.002, 1.430, -4.781], [-0.965, 2.555, -5.279]]}

---

{"formula": "C40H23BrF15GeN5PtS", "method": "ωB97M-V/def2-TZVPD", "total_charge": 0, "lumo_ha": [-0.015, -0.061], "spin_multiplicity": 3, "energy_ha": -8478.1787, "e_homo_ev": [-6.451, -8.280], "symbols": ["Pt", "Br", "C", "C", "C", "C", "C", "C", "N", "C", "C", "C", "C", "C", "C", "N", "H", "H", "H", "H", "H", "H", "H", "H", "H", "C", "C", "C", "C", "C", "C", "H", "H", "H", "H", "H", "H", "H", "H", "H", "N", "C", "C", "N", "C", "C", "N", "H", "H", "H", "H", "H", "F", "C", "C", "C", "F", "C", "F", "C", "F", "C", "F", "Ge", "S", "C", "C", "F", "C", "F", "C", "F", "C", "F", "C", "F", "C", "C", "F", "C", "F", "C", "F", "C", "F", "C", "F"], "xyz": [[0.171, -0.430, -0.056], [-0.865, -7.472, -0.146], [-1.129, -5.593, -0.029], [-2.418, -5.079, -0.028], [-2.622, -3.717, 0.041], [-1.526, -2.839, 0.123], [-0.235, -3.398, 0.155], [-0.028, -4.751, 0.068], [-1.597, -1.479, 0.147], [-2.718, -0.751, 0.208], [-2.657, 0.647, 0.173], [-3.803, 1.486, 0.204], [-3.648, 2.844, 0.182], [-2.358, 3.398, 0.133], [-1.280, 2.534, 0.086], [-1.424, 1.225, 0.088], [-3.264, -5.746, -0.088], [-3.632, -3.338, 0.031], [0.606, -2.712, 0.273], [0.971, -5.157, 0.075], [-3.676, -1.242, 0.310], [-4.780, 1.029, 0.243], [-4.508, 3.495, 0.201], [-2.209, 4.466, 0.141], [-0.263, 2.902, 0.048], [-0.843, -1.110, 5.079], [0.197, -0.116, 4.555], [1.560, -0.411, 5.184], [-0.242, 1.320, 4.864], [0.285, -0.253, 3.104], [0.340, -0.377, 1.907], [-0.929, -1.021, 6.159], [-0.547, -2.126, 4.832], [-1.813, -0.916, 4.630], [1.492, -0.331, 6.266], [2.308, 0.294, 4.823], [1.880, -1.418, 4.926], [-0.342, 1.459, 5.938], [-1.199, 1.528, 4.391], [0.488, 2.031, 4.483], [2.231, -0.801, -4.967], [1.128, -0.526, -4.249], [1.049, -0.841, -2.874], [-0.025, -0.553, -2.165], [-1.075, -0.035, -2.812], [-1.001, 0.239, -4.166], [0.092, 0.032, -4.878], [3.068, -1.103, -4.504], [2.298, -0.432, -5.899], [1.887, -1.306, -2.377], [-1.974, 0.157, -2.248], [-1.846, 0.648, -4.702], [4.006, 2.550, 1.776], [4.450, 1.656, 2.666], [4.525, 0.335, 2.265], [4.931, -0.590, 3.207], [4.948, -1.892, 2.881], [5.325, -0.214, 4.486], [5.743, -1.130, 5.364], [5.289, 1.129, 4.848], [5.679, 1.506, 6.065], [4.831, 2.074, 3.934], [4.771, 3.361, 4.279], [4.062, -0.072, 0.359], [2.232, 0.762, -0.418], [5.390, 0.839, -0.849], [5.292, 0.516, -2.188], [4.404, -0.441, -2.545], [6.075, 1.099, -3.170], [5.930, 0.745, -4.453], [7.028, 2.040, -2.795], [7.809, 2.606, -3.714], [7.168, 2.373, -1.452], [8.100, 3.251, -1.082], [6.346, 1.774, -0.502], [6.508, 2.088, 0.786], [4.780, -1.949, 0.082], [6.138, -2.158, 0.240], [6.900, -1.107, 0.582], [6.726, -3.401, 0.053], [8.044, -3.560, 0.186], [5.924, -4.491, -0.281], [6.466, -5.693, -0.461], [4.555, -4.309, -0.443], [3.769, -5.340, -0.764], [4.017, -3.039, -0.274], [2.709, -2.847, -0.488]]}